Record 1
DFT (the ωB97M-V functional and the def2-TZVPD basis) results for the ion C5H8N5S with charge +1.

Each line ends with the Mulliken charge.
Atoms and positions in Å:
C1 0.801 -0.034 0.496  0.4393
C2 0.357 0.301 1.736  0.0466
C3 -1.325 -0.028 -2.415  0.5127
C4 -1.493 0.163 0.467  -0.2876
C5 2.056 -0.313 -0.199  -1.0546
N1 -0.339 -0.246 -1.560  -1.0513
N2 -1.045 0.307 1.698  0.0332
N3 -0.392 -0.082 -0.300  1.0179
N4 1.076 0.656 2.790  -0.4149
N5 -2.412 -0.738 -2.572  -0.2518
S1 -0.405 1.219 -3.048  -0.0786
H1 2.391 -1.406 -0.241  0.2213
H2 1.999 0.162 -1.110  0.3614
H3 2.880 0.206 0.443  0.3104
H4 -1.513 0.548 2.585  0.2627
H5 2.060 0.481 2.630  0.1872
H6 0.905 0.849 3.780  0.2205
H7 -2.651 -1.216 -1.753  0.2691
H8 -2.949 -0.831 -3.427  0.2565

Summary:
- total charge = +1
- E (Eh) = -866.8936
- energy above the lowest of the compared OMol25 structures with the same formula, charge and spin (eV) = 3.795
- LUMO (alpha / beta) (eV) = -5.60 / -5.60
- Kohn-Sham gap (alpha / beta) (eV) = 6.04 / 6.04
- spin multiplicity = 1

=====

Record 2
DFT (the ωB97M-V functional and the def2-TZVPD basis) results for a cluster of 2 separate species, C5H8NO in total.

Each line ends with the Mulliken charge.
Atoms and positions in Å:
C1 -2.988 -2.268 -0.535  -0.7405
C2 -2.155 -1.403 -0.101  0.3193
C3 3.209 0.715 -1.067  -0.7874
C4 -1.371 -0.579 0.499  -0.5668
C5 2.716 0.119 0.180  -0.1543
N1 1.862 -0.857 0.166  -0.4754
O1 1.438 -1.315 1.301  -0.6605
H1 -3.581 -2.734 0.184  0.2817
H2 4.179 0.304 -1.480  0.1588
H3 2.428 0.419 -1.725  0.2960
H4 3.423 1.841 -0.931  0.1940
H5 -0.304 -0.865 0.879  0.2136
H6 -1.433 0.524 0.613  0.2179
H7 -2.789 -2.565 -1.524  0.2508
H8 3.227 0.563 1.018  0.4529

Summary:
- total charge = -1
- E (Eh) = -325.1667
- energy above the lowest of the compared OMol25 structures with the same formula, charge and spin (eV) = 3.000
- LUMO (eV) = 3.96
- Kohn-Sham gap (eV) = 6.55
- spin multiplicity = 1

=====

Record 3
DFT (the ωB97M-V functional and the def2-TZVPD basis) results for a structure of composition C5H8NO.

Each line ends with the Mulliken charge.
Atoms and positions in Å:
C1 2.440 -0.923 0.447  -0.5596
C2 -1.638 0.560 1.481  -0.8016
C3 1.494 -0.682 -0.351  -0.3419
C4 -0.886 0.091 0.527  0.7126
C5 -1.053 0.550 -0.864  -1.4987
N1 -0.091 -1.093 0.627  -0.0413
O1 0.314 -1.558 1.807  -0.7706
H1 3.486 -0.992 0.227  0.2855
H2 2.067 -1.068 1.457  0.2908
H3 -1.325 0.435 2.572  0.2246
H4 -2.431 1.226 1.236  0.3021
H5 1.236 -0.134 -1.250  0.2315
H6 -0.705 -0.215 -1.607  0.3611
H7 -0.289 1.363 -1.079  0.2394
H8 -1.955 1.097 -1.011  0.3659

Summary:
- total charge = -1
- E (Eh) = -325.1378
- energy above the lowest of the compared OMol25 structures with the same formula, charge and spin (eV) = 3.786
- LUMO (eV) = 4.13
- Kohn-Sham gap (eV) = 6.10
- spin multiplicity = 1

=====

Record 4
DFT (the ωB97M-V functional and the def2-TZVPD basis) results for the ion C5H8NO with charge +1.

Each line ends with the Mulliken charge.
Atoms and positions in Å:
C1 1.454 -2.625 0.897  -0.0375
C2 0.633 0.524 -0.475  -0.2735
C3 -1.510 0.778 0.985  -1.4489
C4 1.246 -0.004 -1.476  -0.7911
C5 -0.562 -0.122 0.179  0.4865
N1 0.674 -1.883 1.277  0.3050
O1 -0.119 -0.981 1.476  -0.2704
H1 2.016 -3.442 0.482  0.4817
H2 -1.084 1.603 1.609  0.3637
H3 -2.028 0.152 1.681  0.3796
H4 -2.168 1.258 0.351  0.4393
H5 0.927 -0.922 -1.982  0.2638
H6 1.963 0.522 -1.976  0.3274
H7 0.772 1.533 -0.217  0.3989
H8 -1.101 -0.759 -0.581  0.3754

Summary:
- total charge = +1
- structure (SMILES) = C#[N+]O[C@@H](C)C=C
- E (Eh) = -324.8684
- energy above the lowest of the compared OMol25 structures with the same formula, charge and spin (eV) = 4.642
- LUMO (eV) = -4.51
- Kohn-Sham gap (eV) = 10.64
- spin multiplicity = 1

=====

Record 5
DFT (the ωB97M-V functional and the def2-TZVPD basis) results for a cluster of 2 separate species, C5H8NO in total.

Each line ends with the Mulliken charge.
Atoms and positions in Å:
C1 0.000 -0.573 1.960  -0.3365
C2 0.076 -1.305 0.632  -0.0598
C3 0.534 0.104 -1.559  -0.2367
C4 -0.045 -0.133 -0.294  1.4524
C5 -1.139 0.787 -0.003  -1.8216
N1 1.030 -0.371 0.770  -0.4476
O1 0.183 0.794 -2.585  -0.3395
H1 -0.737 0.180 2.334  0.2145
H2 0.688 -0.900 2.727  0.2870
H3 0.180 -2.347 0.357  0.3438
H4 2.395 -0.350 -1.315  0.1459
H5 -1.913 0.299 0.613  0.3828
H6 -1.462 1.161 -0.950  0.5101
H7 -0.848 1.669 0.481  0.4338
H8 1.058 0.986 -3.168  0.4716

Summary:
- total charge = +1
- E (Eh) = -324.6589
- energy above the lowest of the compared OMol25 structures with the same formula, charge and spin (eV) = 6.134
- LUMO (alpha / beta) (eV) = -6.16 / -7.91
- ⟨S²⟩ = 2.008
- Kohn-Sham gap (alpha / beta) (eV) = 6.95 / 7.01
- spin multiplicity = 3

=====

Record 6
DFT (the ωB97M-V functional and the def2-TZVPD basis) results for the ion C5H8NO with charge +1.

Each line ends with the Mulliken charge.
Atoms and positions in Å:
C1 -1.141 -1.068 -0.117  -0.5480
C2 -1.694 0.127 -0.365  0.0687
C3 0.174 -1.031 0.659  -0.7650
C4 -0.958 1.290 -0.058  -0.0822
C5 0.994 0.206 0.406  0.1272
N1 1.577 0.459 -0.954  -0.5395
O1 0.163 1.378 0.456  -0.2059
H1 -1.541 -1.980 -0.114  0.5481
H2 -2.650 0.078 -0.805  0.4290
H3 -0.097 -0.810 1.637  0.3863
H4 0.711 -1.878 0.506  0.4617
H5 -1.621 2.096 -0.205  0.3762
H6 1.790 0.461 1.297  0.2487
H7 1.862 -0.375 -1.396  0.2265
H8 2.430 1.046 -0.947  0.2682

Summary:
- total charge = +1
- E (Eh) = -324.8478
- energy above the lowest of the compared OMol25 structures with the same formula, charge and spin (eV) = 0.994
- LUMO (alpha / beta) (eV) = -3.03 / -8.95
- ⟨S²⟩ = 2.006
- Kohn-Sham gap (alpha / beta) (eV) = 9.61 / 5.71
- spin multiplicity = 3

=====

Record 7
DFT (the ωB97M-V functional and the def2-TZVPD basis) results for a structure of composition C5H8NO2.

Each line ends with the Mulliken charge.
Atoms and positions in Å:
C1 1.481 1.359 2.456  -0.5968
C2 1.649 0.257 1.737  -0.4029
C3 -1.340 0.090 -0.616  -0.3519
C4 -1.149 -0.083 -2.122  -0.5401
C5 -0.730 -1.238 -0.494  0.3991
N1 -0.496 -1.336 -1.824  0.4600
O1 0.042 -2.175 -2.650  -0.8734
O2 -0.517 -1.953 0.522  -0.8322
H1 2.455 1.836 2.806  0.2022
H2 0.711 1.588 3.128  0.3116
H3 2.617 0.039 1.301  0.1858
H4 -0.692 0.906 -0.286  0.0561
H5 -2.365 0.451 -0.210  0.2294
H6 -2.082 -0.089 -2.711  0.2367
H7 -0.489 0.712 -2.527  0.2441
H8 0.906 -0.364 1.489  0.2725

Summary:
- total charge = -1
- E (Eh) = -400.4550
- energy above the lowest of the compared OMol25 structures with the same formula, charge and spin (eV) = 4.346
- LUMO (eV) = 3.76
- Kohn-Sham gap (eV) = 6.10
- spin multiplicity = 1

=====

Record 8
DFT (the ωB97M-V functional and the def2-TZVPD basis) results for the ion C5H8NO2 with charge +1.

Each line ends with the Mulliken charge.
Atoms and positions in Å:
C1 -0.014 1.774 -0.163  0.5189
C2 -1.190 2.399 0.201  0.2725
C3 0.622 0.416 -0.426  0.2906
C4 -1.304 -0.504 0.891  -1.1484
C5 -0.298 -0.799 -0.206  -0.4007
N1 1.834 0.244 -0.716  -0.2798
O1 1.026 2.715 -0.468  -0.5859
O2 -2.094 3.033 0.412  -0.1784
H1 -2.176 -1.266 0.808  0.3153
H2 -1.699 0.424 0.842  0.2929
H3 -0.864 -0.827 1.823  0.3153
H4 -0.813 -1.107 -1.168  0.3038
H5 0.401 -1.647 0.054  0.3398
H6 2.244 -0.682 -0.853  0.2744
H7 2.526 1.094 -0.557  0.3240
H8 0.932 3.645 -0.127  0.3456

Summary:
- total charge = +1
- structure (SMILES) = CCC(=[NH2+])C(O)=C=O
- E (Eh) = -400.2173
- energy above the lowest of the compared OMol25 structures with the same formula, charge and spin (eV) = 2.040
- LUMO (eV) = -4.53
- Kohn-Sham gap (eV) = 9.01
- spin multiplicity = 1

=====

Record 9
DFT (the ωB97M-V functional and the def2-TZVPD basis) results for the ion C5H8NO4S with charge -1.

Each line ends with the Mulliken charge.
Atoms and positions in Å:
C1 -1.621 -0.563 0.738  0.0938
C2 1.163 -0.668 1.067  -1.2289
C3 0.604 1.801 0.979  -1.3810
C4 0.528 0.423 0.281  0.4570
C5 -0.774 0.014 -0.282  0.4124
N1 -2.361 -0.932 1.539  -0.6079
O1 -0.016 -0.330 -2.707  -0.7754
O2 0.391 -2.345 -1.310  -0.7015
O3 -1.874 -1.605 -2.009  -0.6709
O4 -1.303 1.044 -1.039  -0.6094
S1 -0.516 -1.263 -1.645  1.2965
H1 0.645 -0.687 2.039  0.3818
H2 0.966 -1.734 0.505  0.2792
H3 2.354 -0.631 1.081  0.2842
H4 0.161 1.595 2.004  0.2653
H5 1.591 2.235 1.068  0.3309
H6 0.035 2.408 0.337  0.4252
H7 1.121 0.316 -0.732  0.3147
H8 -1.094 0.922 -1.914  0.4342

Summary:
- total charge = -1
- structure (SMILES) = CC(C)[C@](O)(C#N)S(=O)(=O)[O-]
- E (Eh) = -949.2542
- energy above the lowest of the compared OMol25 structures with the same formula, charge and spin (eV) = 0.593
- LUMO (eV) = 3.61
- Kohn-Sham gap (eV) = 9.37
- spin multiplicity = 1

=====

Record 10
DFT (the ωB97M-V functional and the def2-TZVPD basis) results for an isolated molecule of C5H8NP.

Each line ends with the Mulliken charge.
Atoms and positions in Å:
C1 -3.167 0.112 1.814  0.0128
C2 -1.947 0.027 1.055  0.5555
C3 -2.127 0.102 -0.584  -1.0314
C4 1.421 -1.292 0.212  -1.0759
C5 0.836 0.155 0.638  -0.5197
N1 -4.095 0.285 2.501  -0.4167
P1 -0.511 0.099 1.922  -0.0699
H1 -1.466 0.849 -1.033  0.3446
H2 -2.116 -0.839 -1.199  0.2487
H3 -3.170 0.480 -0.559  0.3379
H4 1.880 -1.252 -0.700  0.3586
H5 2.148 -1.661 0.948  0.3211
H6 0.578 -1.961 -0.038  0.3037
H7 0.417 0.890 -0.111  0.3042
H8 1.775 0.644 1.094  0.3267

Summary:
- structure (SMILES) = CC/P=C(\C)C#N
- E (Eh) = -591.3442
- energy above the lowest of the compared OMol25 structures with the same formula, charge and spin (eV) = 1.585
- LUMO (eV) = -0.59
- Kohn-Sham gap (eV) = 8.95
- spin multiplicity = 1

=====

Record 11
DFT (the ωB97M-V functional and the def2-TZVPD basis) results for an isolated molecule of C5H8NP.

Each line ends with the Mulliken charge.
Atoms and positions in Å:
C1 1.018 1.419 -0.230  -0.4957
C2 2.026 -0.524 0.047  -0.0019
C3 -0.036 0.720 0.362  0.6011
C4 -1.429 1.165 0.624  -1.1877
C5 -0.437 -1.832 -0.560  -0.9040
N1 2.204 0.658 -0.369  -0.5299
P1 0.419 -0.912 0.841  -0.0475
H1 1.222 2.468 -0.435  0.4099
H2 2.713 -1.378 0.019  0.3672
H3 -2.047 1.498 -0.317  0.2313
H4 -1.695 1.992 1.244  0.3928
H5 -2.103 0.394 1.239  0.2593
H6 -0.153 -2.858 -0.537  0.3370
H7 -0.180 -1.246 -1.485  0.3020
H8 -1.524 -1.564 -0.443  0.2661

Summary:
- structure (SMILES) = CC1=P(C)=CN=C1
- E (Eh) = -591.3513
- energy above the lowest of the compared OMol25 structures with the same formula, charge and spin (eV) = 1.394
- LUMO (eV) = 0.21
- Kohn-Sham gap (eV) = 8.94
- spin multiplicity = 1

=====

Record 12
DFT (the ωB97M-V functional and the def2-TZVPD basis) results for the ion C5H8NS with charge +1.

Each line ends with the Mulliken charge.
Atoms and positions in Å:
C1 0.860 -2.271 1.400  -0.6800
C2 0.836 -1.515 0.262  0.0909
C3 -0.036 -1.780 2.373  -0.1289
C4 -0.528 1.803 -0.543  -0.8858
C5 -0.763 0.407 -1.026  -0.2525
N1 -0.121 -0.542 0.300  -0.0108
S1 -1.019 -0.579 1.735  0.1241
H1 1.550 -3.004 1.567  0.4402
H2 1.463 -1.445 -0.603  0.4037
H3 0.102 -2.255 3.367  0.3720
H4 -1.193 1.979 0.388  0.2938
H5 -0.653 2.655 -1.300  0.3348
H6 0.504 2.108 -0.070  0.2879
H7 -0.199 -0.171 -1.882  0.3029
H8 -1.756 0.137 -1.080  0.3077

Summary:
- total charge = +1
- E (Eh) = -647.9413
- energy above the lowest of the compared OMol25 structures with the same formula, charge and spin (eV) = 1.550
- LUMO (eV) = -4.66
- Kohn-Sham gap (eV) = 10.22
- spin multiplicity = 1

=====

Record 13
DFT (the ωB97M-V functional and the def2-TZVPD basis) results for the ion C5H8NS with charge +1.

Each line ends with the Mulliken charge.
Atoms and positions in Å:
C1 -1.101 0.077 -0.295  0.2488
C2 1.025 -1.036 -0.068  0.8436
C3 -1.222 0.957 -1.288  -0.8419
C4 1.947 -1.797 -0.519  -0.8035
C5 0.373 0.669 1.532  -0.7312
N1 0.247 -0.147 0.383  -0.0023
S1 -2.397 -1.012 0.192  -0.0973
H1 -2.209 1.348 -1.620  0.2761
H2 -0.573 1.744 -1.417  0.3428
H3 2.775 -1.357 -1.094  0.2954
H4 -3.220 -0.322 -0.576  0.1776
H5 1.898 -2.763 -0.100  0.2855
H6 0.637 1.678 1.031  0.3452
H7 1.277 0.420 2.101  0.3806
H8 -0.659 0.914 1.998  0.2805

Summary:
- total charge = +1
- structure (SMILES) = C=C=[N+](C)C(=C)S
- E (Eh) = -647.8719
- energy above the lowest of the compared OMol25 structures with the same formula, charge and spin (eV) = 3.440
- LUMO (eV) = -4.29
- Kohn-Sham gap (eV) = 8.89
- spin multiplicity = 1

=====

Record 14
DFT (the ωB97M-V functional and the def2-TZVPD basis) results for the ion C5H8NS with charge +1.

Each line ends with the Mulliken charge.
Atoms and positions in Å:
C1 1.052 1.214 -1.263  0.5185
C2 -1.110 -0.931 -2.002  -0.1999
C3 1.255 1.347 0.118  -0.2714
C4 0.646 0.201 0.987  -0.6960
C5 -0.535 -0.446 0.322  -0.5052
N1 -0.612 -0.303 -1.054  -0.1185
S1 1.285 1.695 -2.676  -0.1603
H1 -1.746 -1.746 -1.803  0.3025
H2 -0.905 -0.594 -3.077  0.1446
H3 2.386 1.587 0.215  0.3409
H4 0.725 2.186 0.527  0.2691
H5 1.414 -0.556 1.197  0.3301
H6 0.309 0.612 1.982  0.3797
H7 -0.915 -1.449 0.802  0.3874
H8 -1.360 0.187 0.727  0.2785

Summary:
- total charge = +1
- E (Eh) = -647.8989
- energy above the lowest of the compared OMol25 structures with the same formula, charge and spin (eV) = 2.703
- LUMO (eV) = -5.24
- Kohn-Sham gap (eV) = 8.85
- spin multiplicity = 1

=====

Record 15
DFT (the ωB97M-V functional and the def2-TZVPD basis) results for the ion C5H8O with charge -1.

Each line ends with the Mulliken charge.
Atoms and positions in Å:
C1 -1.717 0.433 0.260  -0.1242
C2 -2.457 -0.128 1.281  -0.9921
C3 2.028 0.115 -0.469  -0.5190
O1 2.156 -1.327 -0.572  -0.5217
C4 0.637 0.611 -0.548  -0.3985
C5 -0.482 -0.117 -0.167  -0.5400
H1 -1.933 1.375 -0.249  0.2774
H2 -2.086 -1.038 1.727  0.2723
H3 -3.422 0.283 1.570  0.2618
H4 2.570 0.281 0.482  0.1583
H5 2.713 0.593 -1.178  0.2536
H6 1.832 -1.595 -1.446  0.3237
H7 0.543 1.692 -0.700  0.2420
H8 -0.383 -1.180 0.009  0.3064

Summary:
- total charge = -1
- E (Eh) = -270.4617
- energy above the lowest of the compared OMol25 structures with the same formula, charge and spin (eV) = 0.345
- LUMO (alpha / beta) (eV) = 4.27 / 4.06
- ⟨S²⟩ = 0.767
- Kohn-Sham gap (alpha / beta) (eV) = 3.90 / 6.75
- spin multiplicity = 2